Entry 1:
Molecular formula: C14H19Cl3CrGeN3O6
Method: DFT, ωB97M-V with the def2-TZVPD basis set

Structure (XYZ):
```
47
Properties=species:S:1:pos:R:3:lowdin_charge:R:1
Cr 0.032 -0.236 -0.177 0.67
O -1.006 -1.429 1.870 -0.08
C -0.427 -2.733 2.006 -0.19
C 1.055 -2.607 1.734 -0.16
N 1.314 -2.163 0.367 -0.20
C 0.856 -3.133 -0.639 -0.07
C -0.557 -2.863 -1.167 -0.62
O -1.270 -3.789 -1.489 0.07
O -0.879 -1.602 -1.263 -0.20
C 2.708 -1.781 0.157 -0.09
C 2.873 -0.868 -1.060 -0.60
O 3.964 -0.667 -1.535 0.09
O 1.743 -0.334 -1.469 -0.36
H -1.922 -1.523 1.589 0.10
H -0.579 -3.111 3.020 0.13
H -0.899 -3.429 1.310 0.12
H 1.466 -1.854 2.411 0.13
H 1.547 -3.565 1.953 0.14
H 1.511 -3.068 -1.511 0.14
H 0.910 -4.160 -0.267 0.14
H 3.057 -1.216 1.022 0.13
H 3.370 -2.645 0.030 0.14
C 2.542 2.740 0.371 0.02
C 1.321 2.083 0.926 -0.52
O 1.279 0.851 1.110 -0.05
N 0.280 2.847 1.277 0.11
C -0.943 2.262 1.813 -0.09
C -1.975 1.966 0.751 -0.25
C -3.024 2.842 0.537 -0.01
C -3.950 2.566 -0.458 -0.04
C -3.803 1.411 -1.198 -0.02
C -2.730 0.577 -0.929 -0.10
N -1.827 0.845 0.025 0.02
H 2.988 2.076 -0.366 0.09
H 3.254 2.893 1.184 0.10
H 2.315 3.700 -0.089 0.09
H 0.276 3.810 0.983 0.16
H -1.361 2.951 2.545 0.13
H -0.666 1.340 2.323 0.12
H -3.109 3.732 1.147 0.12
H -4.770 3.246 -0.648 0.11
H -4.491 1.147 -1.988 0.12
H -2.559 -0.331 -1.493 0.10
Cl -1.134 0.093 -4.531 0.03
Ge 0.727 0.198 -3.304 0.03
Cl 2.273 0.838 -4.683 0.10
Cl 0.224 2.096 -2.197 0.18
```

* lowest unoccupied orbital energy (alpha / beta): -0.14 / -1.09 eV
* E_HOMO (alpha / beta): -7.4 / -9.4 eV
* E_tot: -154092.621 eV
* ΔE to the lowest compared entry with this formula, charge and spin: 0.0 kcal/mol
* net charge: 0
* F_max: 0.817 eV/A
* 2S+1: 6

Entry 2:
Molecular formula: C5H8O
Method: DFT, ωB97M-V with the def2-TZVPD basis set

Structure (XYZ):
```
14
Properties=species:S:1:pos:R:3:lowdin_charge:R:1
C 0.812 1.427 -0.364 -0.15
C 1.396 0.332 0.584 -0.09
C 0.124 -0.398 0.288 -0.33
C -0.588 0.754 -0.316 -0.12
C -1.450 -2.070 0.094 -0.04
O -0.267 -1.600 0.469 -0.02
H 1.242 1.345 -1.365 0.11
H 0.870 2.463 -0.024 0.10
H 1.486 0.681 1.623 0.11
H 2.348 -0.124 0.288 0.11
H -1.118 0.600 -1.265 0.11
H -1.290 1.223 0.395 0.12
H -1.566 -3.130 0.243 0.05
H -1.999 -1.504 -0.649 0.05
```

* lowest unoccupied orbital energy (alpha / beta): 1.01 / 1.02 eV
* E_HOMO (alpha / beta): -6.6 / -7.2 eV
* E_tot: -7357.910 eV
* ΔE to the lowest compared entry with this formula, charge and spin: 100.2 kcal/mol
* net charge: 0
* F_max: 0.960 eV/A
* 2S+1: 1

Entry 3:
Molecular formula: C2H8N3
Method: DFT, ωB97M-V with the def2-TZVPD basis set

Structure (XYZ):
```
13
Properties=species:S:1:pos:R:3:lowdin_charge:R:1
C 0.153 -1.395 -1.422 0.12
N -0.194 -0.935 -0.031 0.26
C -0.020 0.350 0.389 -0.33
N -0.304 0.677 1.632 0.31
N 0.369 1.321 -0.486 0.30
H 0.317 -2.474 -1.396 0.14
H -0.727 -1.075 -2.047 0.18
H 0.961 -0.756 -1.758 0.11
H -0.733 -1.529 0.613 0.21
H -0.972 0.312 2.331 0.20
H -0.025 1.602 1.965 0.18
H 0.025 2.219 -0.146 0.17
H 1.089 1.071 -1.148 0.15
```

* lowest unoccupied orbital energy (alpha / beta): -9.43 / -14.66 eV
* E_HOMO (alpha / beta): -22.2 / -21.6 eV
* E_tot: -6653.115 eV
* ΔE to the lowest compared entry with this formula, charge and spin: 14.0 kcal/mol
* net charge: +2
* F_max: 3.533 eV/A
* 2S+1: 2

Entry 4:
Molecular formula: C5H8O
Method: DFT, ωB97M-V with the def2-TZVPD basis set

Structure (XYZ):
```
14
Properties=species:S:1:pos:R:3:lowdin_charge:R:1
C 1.710 0.667 -0.179 0.02
C 1.298 -0.430 -0.798 -0.25
O 0.653 -1.474 -0.151 -0.08
C -0.632 -1.161 -0.616 -0.18
C -1.244 -0.085 -0.145 -0.16
C -0.899 0.542 1.153 -0.08
H 1.998 1.529 -0.764 0.06
H 1.823 0.703 0.895 0.06
H 1.309 -0.561 -1.879 0.12
H -0.980 -1.758 -1.448 0.12
H -2.169 0.277 -0.575 0.11
H -1.114 1.606 1.294 0.09
H 0.000 0.222 1.677 0.07
H -1.719 -0.078 1.549 0.10
```

* lowest unoccupied orbital energy: 1.11 eV
* E_HOMO: -8.7 eV
* E_tot: -7359.072 eV
* SMILES: C=CO/C=C\C
* ΔE to the lowest compared entry with this formula, charge and spin: 73.4 kcal/mol
* net charge: 0
* F_max: 1.764 eV/A
* 2S+1: 1

Entry 5:
Molecular formula: C22H17I2N5O3V
Method: DFT, ωB97M-V with the def2-TZVPD basis set

Structure (XYZ):
```
50
Properties=species:S:1:pos:R:3:lowdin_charge:R:1
V -0.390 -0.674 -0.381 0.78
O -2.783 -0.666 2.859 0.04
C -2.265 -0.581 1.746 -0.49
N -0.962 -0.577 1.434 -0.10
C -0.006 -1.083 2.389 -0.12
C 0.786 -2.141 1.653 -0.22
C 1.844 -2.843 2.207 0.00
C 2.501 -3.790 1.439 -0.05
C 2.065 -4.025 0.142 -0.05
C 1.014 -3.276 -0.345 -0.10
N 0.393 -2.339 0.383 -0.02
C -3.058 -0.576 0.474 -0.18
C -4.406 -0.273 0.395 0.01
C -5.045 -0.378 -0.827 -0.04
C -4.315 -0.843 -1.919 -0.05
C -2.977 -1.130 -1.760 -0.11
N -2.328 -0.966 -0.595 -0.03
H -0.524 -1.501 3.257 0.13
H 0.668 -0.296 2.749 0.12
H 2.148 -2.642 3.226 0.12
H 3.345 -4.334 1.842 0.11
H 2.548 -4.762 -0.483 0.11
H 0.652 -3.405 -1.358 0.12
H -4.912 0.033 1.301 0.13
H -6.088 -0.115 -0.942 0.11
H -4.790 -0.982 -2.881 0.11
H -2.380 -1.486 -2.593 0.12
I 4.412 4.036 3.843 0.83
C 3.629 3.007 2.179 -0.72
C 2.319 2.557 2.214 -0.15
C 1.820 1.839 1.138 -0.02
C 2.623 1.586 0.030 -0.12
C 3.921 2.081 -0.004 -0.01
C 4.434 2.783 1.076 -0.15
C 2.117 0.765 -1.125 -0.57
O 2.428 1.076 -2.280 0.03
O 1.444 -0.291 -0.829 -0.13
H 1.688 2.758 3.070 0.10
H 0.796 1.486 1.156 0.10
H 4.526 1.905 -0.884 0.12
H 5.450 3.154 1.050 0.09
I -3.593 3.685 -3.420 0.85
C -2.071 2.411 -2.818 -0.75
C -1.033 1.943 -3.592 -0.12
N -0.322 1.103 -2.822 0.04
N -0.824 1.033 -1.575 -0.05
C -1.895 1.819 -1.563 -0.17
H -0.774 2.153 -4.615 0.12
H 0.662 0.831 -2.967 0.13
H -2.492 1.931 -0.672 0.12
```

* lowest unoccupied orbital energy (alpha / beta): 0.14 / -0.06 eV
* E_HOMO (alpha / beta): -6.5 / -8.7 eV
* E_tot: -78573.947 eV
* ΔE to the lowest compared entry with this formula, charge and spin: 33.0 kcal/mol
* net charge: 0
* F_max: 2.350 eV/A
* 2S+1: 4

Entry 6:
Molecular formula: C25H20Cl2CuN5O4
Method: DFT, ωB97M-V with the def2-TZVPD basis set

Structure (XYZ):
```
57
Properties=species:S:1:pos:R:3:lowdin_charge:R:1
Cu -0.842 0.517 0.004 0.65
O 4.983 -4.448 -2.216 0.14
C 5.251 -3.372 -1.459 -0.48
O 6.315 -3.255 -0.929 0.14
C 4.168 -2.338 -1.296 -0.11
C 4.407 -1.322 -0.374 0.02
C 3.485 -0.314 -0.175 0.00
C 2.286 -0.319 -0.889 -0.27
C 2.034 -1.339 -1.802 -0.02
C 2.975 -2.329 -2.014 -0.01
N 1.313 0.681 -0.691 0.10
C 1.664 1.902 -0.688 -0.04
C 0.694 2.949 -0.383 -0.26
C 1.040 4.290 -0.425 0.01
C 0.123 5.234 0.011 -0.01
C -1.091 4.799 0.515 -0.01
C -1.369 3.439 0.504 -0.10
N -0.517 2.544 0.022 0.04
H 4.103 -4.434 -2.599 0.09
H 5.336 -1.345 0.179 0.13
H 3.671 0.457 0.562 0.12
H 1.110 -1.325 -2.367 0.12
H 2.747 -3.088 -2.753 0.12
H 2.692 2.205 -0.885 0.15
H 2.022 4.586 -0.769 0.13
H 0.363 6.288 -0.013 0.12
H -1.813 5.492 0.920 0.12
H -2.291 3.053 0.918 0.13
N -3.067 -1.818 -0.623 0.14
C -3.581 -0.537 -0.706 -0.26
C -4.975 -0.408 -0.654 0.01
C -5.549 0.826 -0.848 -0.03
C -4.724 1.907 -1.147 -0.04
C -3.367 1.699 -1.167 -0.13
N -2.784 0.516 -0.903 0.08
C -1.856 -2.295 -0.169 -0.26
C -1.693 -3.685 -0.110 0.01
C -0.583 -4.209 0.511 -0.03
C 0.342 -3.342 1.084 -0.03
C 0.145 -1.992 0.926 -0.11
N -0.903 -1.471 0.267 0.07
H -3.766 -2.533 -0.722 0.14
H -5.583 -1.281 -0.457 0.12
H -6.622 0.945 -0.783 0.12
H -5.134 2.883 -1.362 0.12
H -2.696 2.500 -1.441 0.11
H -2.461 -4.327 -0.521 0.12
H -0.457 -5.281 0.580 0.12
H 1.195 -3.706 1.637 0.12
H 0.820 -1.278 1.375 0.07
Cl 1.967 -0.099 3.547 0.62
C 0.855 1.262 3.770 -0.97
Cl 1.476 2.706 2.946 0.61
C -0.579 0.873 3.217 -0.74
O -1.459 0.807 4.049 0.06
O -0.627 0.645 1.968 -0.15
H 0.808 1.484 4.828 0.06
```

* lowest unoccupied orbital energy (alpha / beta): -3.95 / -4.09 eV
* E_HOMO (alpha / beta): -11.5 / -11.5 eV
* E_tot: -111570.985 eV
* net charge: +1
* F_max: 0.863 eV/A
* 2S+1: 2

Entry 7:
Molecular formula: CH2Cl3N
Method: DFT, ωB97M-V with the def2-TZVPD basis set

Structure (XYZ):
```
7
Properties=species:S:1:pos:R:3:lowdin_charge:R:1
N -1.033 -0.063 0.430 -0.04
C 0.501 -0.048 0.085 -1.67
Cl 1.279 1.332 0.766 0.58
Cl 1.272 -1.544 0.650 0.55
Cl 0.748 0.128 -1.696 0.50
H -1.362 -0.612 -0.377 0.05
H -1.405 0.807 0.143 0.03
```

* lowest unoccupied orbital energy: 0.61 eV
* E_HOMO: -11.0 eV
* E_tot: -40126.346 eV
* SMILES: NC(Cl)(Cl)Cl
* ΔE to the lowest compared entry with this formula, charge and spin: 11.8 kcal/mol
* net charge: 0
* F_max: 3.853 eV/A
* 2S+1: 1

Entry 8:
Molecular formula: C3HBeO3
Method: DFT, ωB97M-V with the def2-TZVPD basis set

Structure (XYZ):
```
8
Properties=species:S:1:pos:R:3:lowdin_charge:R:1
C 1.092 0.347 0.582 -0.15
C 0.131 0.196 -0.142 -0.04
O 1.992 0.614 1.496 0.11
H 2.885 0.430 1.178 0.13
O -1.135 1.080 -0.622 -0.01
C -2.067 0.189 -1.031 -0.24
O -1.923 -0.982 -0.697 -0.19
Be -0.975 -1.874 -0.764 0.39
```

* lowest unoccupied orbital energy (alpha / beta): -0.49 / -0.73 eV
* E_HOMO (alpha / beta): -7.2 / -9.1 eV
* E_tot: -9663.594 eV
* ΔE to the lowest compared entry with this formula, charge and spin: 31.7 kcal/mol
* net charge: 0
* F_max: 6.693 eV/A
* 2S+1: 2

Entry 9:
Molecular formula: CCl2F2
Method: DFT, ωB97M-V with the def2-TZVPD basis set

Structure (XYZ):
```
5
Properties=species:S:1:pos:R:3:lowdin_charge:R:1
F -0.262 1.173 0.991 -0.03
C -0.023 0.315 -0.033 -1.40
F -0.173 1.260 -0.941 0.03
Cl 1.507 -0.538 0.012 0.68
Cl -1.269 -0.860 -0.026 0.72
```

* lowest unoccupied orbital energy: 0.63 eV
* E_HOMO: -11.7 eV
* E_tot: -31516.191 eV
* SMILES: FC(F)(Cl)Cl
* ΔE to the lowest compared entry with this formula, charge and spin: 12.9 kcal/mol
* net charge: 0
* F_max: 3.685 eV/A
* 2S+1: 1

Entry 10:
Molecular formula: CH3BrClN
Method: DFT, ωB97M-V with the def2-TZVPD basis set

Structure (XYZ):
```
7
Properties=species:S:1:pos:R:3:lowdin_charge:R:1
C 0.315 0.518 -0.102 -1.07
N -0.461 0.050 0.834 -0.04
Cl -0.205 -1.458 -1.851 0.15
Br 2.090 0.438 -0.062 0.71
H -0.153 1.093 -0.923 0.05
H -0.197 -0.653 1.599 0.14
H -1.390 0.012 0.505 0.06
```

* lowest unoccupied orbital energy (alpha / beta): 1.02 / -3.64 eV
* E_HOMO (alpha / beta): -6.1 / -10.3 eV
* E_tot: -85136.712 eV
* ΔE to the lowest compared entry with this formula, charge and spin: 1.7 kcal/mol
* net charge: 0
* F_max: 5.350 eV/A
* 2S+1: 3

Entry 11:
Molecular formula: C19H14AsCaOPS4
Method: DFT, ωB97M-V with the def2-TZVPD basis set

Structure (XYZ):
```
41
Properties=species:S:1:pos:R:3:lowdin_charge:R:1
Ca 0.047 -1.196 0.486 0.69
O 2.328 -0.446 0.458 -0.21
C 1.832 0.593 -0.035 -0.33
C 2.699 1.793 -0.242 -0.26
C 4.077 1.741 -0.407 -0.04
C 4.790 2.900 -0.681 -0.11
C 4.118 4.113 -0.767 -0.11
C 2.738 4.172 -0.594 -0.09
C 2.010 3.011 -0.354 -0.33
P 0.163 2.905 -0.249 1.11
C -0.210 4.715 -0.144 -0.38
C -0.363 5.441 1.037 -0.08
C -0.671 6.795 1.008 -0.10
C -0.823 7.455 -0.203 -0.12
C -0.682 6.745 -1.387 -0.11
C -0.392 5.389 -1.353 -0.13
C -0.041 2.401 1.505 -0.41
C -1.172 1.651 1.827 -0.14
C -1.346 1.145 3.110 -0.10
C -0.402 1.414 4.092 -0.09
C 0.716 2.178 3.786 -0.10
C 0.902 2.663 2.500 -0.12
H 4.566 0.778 -0.315 0.11
H 5.864 2.864 -0.822 0.09
H 4.670 5.024 -0.971 0.09
H 2.239 5.131 -0.658 0.09
H -0.249 4.940 1.989 0.09
H -0.792 7.335 1.940 0.09
H -1.063 8.511 -0.224 0.09
H -0.814 7.243 -2.341 0.09
H -0.311 4.833 -2.281 0.10
H -1.890 1.381 1.059 0.04
H -2.185 0.491 3.308 0.08
H -0.523 0.997 5.084 0.10
H 1.465 2.374 4.546 0.09
H 1.798 3.223 2.259 0.11
S -1.609 -2.405 2.348 -0.28
As -2.373 -2.843 0.296 -0.57
S -2.493 -0.800 -0.560 -0.26
S -0.545 -3.614 -0.684 -0.30
S -4.102 -4.037 0.183 -0.27
```

* lowest unoccupied orbital energy: 4.07 eV
* E_HOMO: -1.0 eV
* E_tot: -153889.763 eV
* ΔE to the lowest compared entry with this formula, charge and spin: 0.0 kcal/mol
* net charge: -2
* F_max: 1.023 eV/A
* 2S+1: 1

Entry 12:
Molecular formula: C4H8O2
Method: DFT, ωB97M-V with the def2-TZVPD basis set

Structure (XYZ):
```
14
Properties=species:S:1:pos:R:3:lowdin_charge:R:1
O 2.023 0.929 -0.156 -0.03
C 0.950 0.314 0.516 -0.38
C -0.401 0.996 0.251 -0.07
C -1.021 -0.399 -0.006 -0.38
O -1.748 -0.597 -1.195 -0.02
C 0.391 -0.994 -0.084 -0.07
H 2.737 0.283 -0.222 0.09
H 1.160 0.218 1.592 0.14
H -0.353 1.579 -0.672 0.13
H -0.821 1.602 1.059 0.11
H -1.582 -0.766 0.866 0.15
H -2.603 -0.158 -1.106 0.09
H 0.684 -1.087 -1.135 0.13
H 0.582 -1.932 0.446 0.11
```

* lowest unoccupied orbital energy: 0.97 eV
* E_HOMO: -9.8 eV
* E_tot: -8371.643 eV
* SMILES: O[C@H]1C[C@@H](O)C1
* ΔE to the lowest compared entry with this formula, charge and spin: 37.8 kcal/mol
* net charge: 0
* F_max: 0.351 eV/A
* 2S+1: 1

Copy entry 4 word for word.
Molecular formula: C5H8O
Method: DFT, ωB97M-V with the def2-TZVPD basis set

Structure (XYZ):
```
14
Properties=species:S:1:pos:R:3:lowdin_charge:R:1
C 1.710 0.667 -0.179 0.02
C 1.298 -0.430 -0.798 -0.25
O 0.653 -1.474 -0.151 -0.08
C -0.632 -1.161 -0.616 -0.18
C -1.244 -0.085 -0.145 -0.16
C -0.899 0.542 1.153 -0.08
H 1.998 1.529 -0.764 0.06
H 1.823 0.703 0.895 0.06
H 1.309 -0.561 -1.879 0.12
H -0.980 -1.758 -1.448 0.12
H -2.169 0.277 -0.575 0.11
H -1.114 1.606 1.294 0.09
H 0.000 0.222 1.677 0.07
H -1.719 -0.078 1.549 0.10
```

* lowest unoccupied orbital energy: 1.11 eV
* E_HOMO: -8.7 eV
* E_tot: -7359.072 eV
* SMILES: C=CO/C=C\C
* ΔE to the lowest compared entry with this formula, charge and spin: 73.4 kcal/mol
* net charge: 0
* F_max: 1.764 eV/A
* 2S+1: 1